1.
{"formula": "C19H27N5O4S", "method": "wB97M-V/def2-TZVPD", "elements": ["C", "C", "C", "C", "N", "N", "C", "C", "C", "C", "O", "N", "C", "C", "C", "C", "N", "C", "O", "C", "C", "C", "C", "C", "S", "O", "O", "N", "C", "H", "H", "H", "H", "H", "H", "H", "H", "H", "H", "H", "H", "H", "H", "H", "H", "H", "H", "H", "H", "H", "H", "H", "H", "H", "H", "H"], "coordinates": [[-4.4777, 2.7125, -4.9602], [-5.1904, 1.3616, -4.8883], [-5.5704, 0.9836, -3.4911], [-6.8361, 0.9343, -2.8940], [-6.8163, 0.5744, -1.6098], [-5.5175, 0.3849, -1.3550], [-4.9852, 0.0066, -0.1682], [-3.6397, -0.1296, -0.0919], [-2.8596, 0.1096, -1.2662], [-1.3575, -0.1005, -1.2400], [-0.8318, -0.7692, -2.1103], [-0.6733, 0.4364, -0.1961], [-1.1473, 1.5690, 0.5856], [0.7667, 0.1649, -0.0630], [1.5949, 0.8956, -1.1129], [1.0580, -1.3409, -0.0261], [2.3274, -1.6000, 0.6328], [2.4522, -1.4710, 1.9687], [1.5036, -1.2661, 2.7052], [3.8788, -1.6246, 2.5163], [4.5613, -2.8851, 1.9808], [3.9055, -1.5775, 4.0492], [5.2462, -0.9742, 4.4800], [5.3940, 0.3117, 3.6759], [4.8468, -0.1314, 2.0293], [5.9807, -0.5540, 1.2434], [3.9672, 0.8874, 1.5100], [-3.3713, 0.4713, -2.4064], [-4.7141, 0.6193, -2.4635], [-4.2138, 2.9606, -5.9889], [-5.1140, 3.5078, -4.5688], [-3.5613, 2.6891, -4.3700], [-6.0918, 1.3807, -5.5043], [-4.5405, 0.5894, -5.3058], [-7.7869, 1.1469, -3.3586], [-5.6845, -0.1598, 0.6378], [-3.1704, -0.4336, 0.8315], [-2.1318, 1.8879, 0.2575], [-1.1873, 1.3180, 1.6473], [-0.4655, 2.4127, 0.4570], [1.0256, 0.5433, 0.9270], [2.6572, 0.7261, -0.9335], [1.3293, 0.5468, -2.1095], [1.4293, 1.9729, -1.0589], [0.2717, -1.8512, 0.5296], [1.0981, -1.7548, -1.0293], [3.1536, -1.6931, 0.0675], [3.9331, -3.7453, 2.2154], [4.7208, -2.8527, 0.9050], [5.5370, -3.0202, 2.4448], [3.0792, -0.9568, 4.3955], [3.7543, -2.5782, 4.4537], [5.2675, -0.7719, 5.5497], [6.0717, -1.6522, 4.2559], [4.7176, 1.0898, 4.0275], [6.4069, 0.6987, 3.5907]], "forces_ev_per_angstrom": [[0.0, 0.0, 0.0], [0.0, 0.0, 0.0], [0.0, 0.0, 0.0], [0.0, 0.0, 0.0], [0.0, 0.0, 0.0], [0.0, 0.0, 0.0], [0.0, 0.0, 0.0], [0.0, -0.1, -0.1], [0.0, 0.1, 0.1], [0.0, 0.1, -0.1], [0.0, -0.2, 0.1], [0.0, 0.0, 0.0], [0.0, 0.0, 0.0], [-0.1, 0.0, 0.0], [0.0, 0.0, 0.0], [0.0, 0.0, 0.0], [0.0, 0.0, -0.1], [0.0, 0.0, 0.1], [0.0, 0.0, 0.0], [0.0, -0.1, 0.0], [0.0, 0.0, 0.0], [0.0, 0.0, 0.0], [0.0, 0.0, 0.0], [0.0, 0.0, 0.0], [0.0, 0.0, 0.0], [0.0, 0.0, 0.0], [0.0, -0.1, 0.0], [0.0, 0.0, 0.0], [0.0, 0.0, 0.0], [0.0, 0.0, 0.0], [0.0, 0.0, 0.0], [0.0, 0.0, 0.0], [0.0, 0.0, 0.0], [0.0, 0.0, 0.0], [0.0, 0.0, 0.0], [0.0, 0.0, 0.0], [0.0, 0.0, 0.0], [0.0, 0.0, 0.0], [0.0, 0.0, 0.0], [0.0, 0.0, 0.0], [0.0, 0.0, 0.0], [0.0, 0.0, 0.0], [0.0, 0.0, 0.0], [0.0, 0.0, 0.0], [0.0, 0.0, 0.0], [0.0, 0.0, 0.0], [0.0, 0.0, 0.0], [0.0, 0.0, 0.0], [0.0, 0.0, 0.0], [0.0, 0.0, 0.0], [0.0, 0.0, 0.0], [0.0, 0.0, 0.0], [0.0, 0.0, 0.0], [0.0, 0.0, 0.0], [0.0, 0.0, 0.0], [0.0, 0.0, 0.0]], "lowdin_charge": [-0.1018, -0.2065, -0.1745, -0.0879, 0.0812, -0.0769, 0.0016, -0.0063, -0.1923, -0.4046, 0.0817, -0.0583, -0.0287, -0.3106, -0.0214, -0.1121, 0.0924, -0.4801, 0.0800, -0.4250, -0.0406, -0.1509, -0.1992, -0.2117, 0.7222, -0.3022, -0.3007, 0.2297, -0.2035, 0.0675, 0.0734, 0.0670, 0.1062, 0.1124, 0.1123, 0.1331, 0.1171, 0.0844, 0.0982, 0.0946, 0.1328, 0.0715, 0.0808, 0.0813, 0.1336, 0.1235, 0.1385, 0.1033, 0.0800, 0.0889, 0.1229, 0.1318, 0.1181, 0.1139, 0.1110, 0.1090], "lumo_energy_ha": 0.0087, "smiles": "CCc1cnn2ccc(C(=O)N(C)[C@H](C)CNC(=O)[C@]3(C)CCCS3(=O)=O)nc12", "energy_ev": -46617.362, "total_charge": 0, "de_lowest_kj_mol": 239.78}

2.
{"formula": "C7H7NO", "method": "wB97M-V/def2-TZVPD", "elements": ["C", "C", "C", "C", "C", "C", "C", "N", "O", "H", "H", "H", "H", "H", "H", "H"], "coordinates": [[0.3305, -1.6752, -0.2545], [-1.0235, -1.6483, -0.1235], [1.1063, -0.4793, 0.0498], [-1.5581, 0.5566, 0.7037], [2.3675, -0.1657, -0.0256], [0.0461, 0.7171, 0.6069], [0.1228, 1.8811, -0.3825], [-1.8595, -0.6019, 0.2299], [3.5049, 0.1329, -0.0738], [0.7675, -2.6097, -0.3896], [-1.7442, -2.5365, -0.4114], [0.4088, 0.9448, 1.5920], [-0.9905, 2.1921, -0.3252], [0.6055, 1.4569, -1.3170], [0.8305, 2.6778, -0.0621], [-2.9145, -0.8425, 0.1829]], "forces_ev_per_angstrom": [[-1.8, 1.5, 1.0], [-0.5, -3.4, -1.7], [-3.1, 1.1, 1.1], [2.9, -0.1, 0.4], [1.4, -0.3, -0.1], [0.7, -0.5, -0.5], [0.1, 0.1, 0.1], [-3.4, -0.3, -0.1], [-1.4, -0.2, 0.1], [0.8, -1.3, -0.7], [2.3, 1.4, 0.7], [0.0, 0.4, 0.5], [1.9, 0.5, -1.3], [-1.5, 0.8, 0.6], [-0.8, -0.3, 0.0], [2.4, 0.5, 0.0]], "lowdin_charge": [-0.0434, -0.1248, -0.1602, -0.0006, -0.1491, -0.2720, -0.1045, -0.0714, 0.1671, 0.0857, 0.1478, 0.1062, 0.0738, 0.0967, 0.0803, 0.1684], "lumo_energy_ha": 0.0174, "energy_ev": -10905.097, "total_charge": 0, "de_lowest_kj_mol": 409.22}

3.
{"formula": "C4H12IO3", "method": "wB97M-V/def2-TZVPD", "elements": ["I", "C", "C", "O", "H", "H", "H", "H", "H", "H", "C", "C", "O", "O", "H", "H", "H", "H", "H", "H"], "coordinates": [[2.5264, 0.2762, 0.1498], [-0.6345, -1.6188, -2.5266], [0.2269, -1.0293, -1.4193], [1.4868, -0.7327, -1.8825], [-1.5887, -1.9601, -2.1254], [-0.1689, -2.4971, -2.9738], [-0.7339, -0.9567, -3.3867], [0.1807, -1.8882, -0.7497], [-0.2110, -0.2135, -0.8441], [2.0026, -0.3515, -1.1682], [-0.3353, 1.0391, 2.4440], [-0.6158, 0.6230, 0.9924], [0.0985, 1.5113, 0.0552], [-0.5902, 2.4203, 2.5809], [0.7139, 0.8368, 2.6596], [-1.0061, 0.5181, 3.1271], [-1.6728, 0.7272, 0.7472], [-0.3641, -0.4301, 0.8673], [0.9633, 1.1001, -0.0124], [-0.2777, 2.6258, 3.4651]], "forces_ev_per_angstrom": [[8.3, 2.1, 9.0], [0.1, 0.4, -0.7], [-0.9, -1.3, -0.4], [-2.5, -2.4, -5.3], [-0.3, 0.3, -0.1], [0.3, -0.2, 0.3], [-0.5, 0.3, 0.1], [0.8, -0.3, 0.9], [-0.2, -0.2, -1.3], [-0.8, -1.6, -3.5], [-0.2, -0.2, -1.1], [0.4, 1.9, -0.1], [-4.4, 0.2, 1.6], [-0.1, 0.5, 0.4], [0.0, -0.2, 0.1], [0.0, -0.6, 0.1], [-0.2, 0.1, 0.1], [0.2, 0.1, 0.2], [-0.4, 0.8, -0.3], [0.0, 0.4, 0.0]], "lowdin_charge": [0.7584, -0.0990, -0.4413, -0.2673, 0.0622, 0.0607, 0.0622, 0.0935, 0.0460, -0.5072, -0.2755, -0.2775, -0.2473, -0.0792, 0.0785, 0.1047, 0.1144, 0.0736, -0.3321, 0.0720], "lumo_energy_ha": 0.1224, "energy_ev": -18583.320, "total_charge": -1, "de_lowest_kj_mol": 486.43}

4.
{"formula": "CH2F4Si", "method": "wB97M-V/def2-TZVPD", "elements": ["F", "C", "Si", "F", "F", "F", "H", "H"], "coordinates": [[-1.1009, -1.5589, -0.3018], [0.1034, -1.0079, 0.2366], [0.0665, 0.8327, -0.1705], [-0.8586, 1.7576, 0.7109], [-0.3543, 1.1802, -1.6375], [1.4692, 1.5378, -0.0060], [0.8941, -1.5203, -0.0978], [-0.2194, -1.2212, 1.2660]], "forces_ev_per_angstrom": [[0.2, 0.1, -1.2], [-5.1, 1.9, 1.8], [0.4, 1.0, 0.1], [-0.4, -0.5, 0.4], [-0.3, -0.5, -0.6], [0.6, -0.5, 0.2], [3.0, -2.0, -1.1], [1.6, 0.5, 0.4]], "lowdin_charge": [-0.1350, -0.1419, 0.2757, -0.0501, -0.0365, -0.0592, 0.0400, 0.1071], "lumo_energy_ha": 0.0239, "smiles": "FC[Si](F)(F)F", "energy_ev": -19821.945, "total_charge": 0, "de_lowest_kj_mol": 51.07}

5.
{"formula": "C26H22I2MnN6OS", "method": "wB97M-V/def2-TZVPD", "elements": ["Mn", "C", "C", "N", "C", "S", "N", "N", "C", "C", "C", "C", "C", "C", "C", "N", "H", "H", "H", "H", "H", "H", "H", "H", "H", "H", "H", "H", "H", "I", "C", "C", "C", "I", "C", "C", "C", "C", "N", "C", "C", "O", "H", "H", "H", "H", "N", "C", "C", "C", "C", "C", "C", "C", "H", "H", "H", "H", "H"], "coordinates": [[-0.8838, 0.0657, 0.4633], [4.5038, 2.1673, -2.1576], [3.0558, 2.6109, -2.3140], [2.3050, 2.5318, -1.0462], [1.3983, 1.6047, -0.7549], [0.6169, 1.7201, 0.8262], [1.1651, 0.6400, -1.6112], [0.1969, -0.2125, -1.1799], [-0.1056, -1.2115, -1.9316], [0.5378, -1.5016, -3.2445], [-1.1701, -2.0630, -1.3864], [-1.6171, -3.2220, -1.9909], [-2.6241, -3.9532, -1.3799], [-3.1593, -3.5102, -0.1802], [-2.6624, -2.3498, 0.3731], [-1.6957, -1.6454, -0.2205], [5.0340, 2.2931, -3.1042], [4.5617, 1.1157, -1.8659], [5.0196, 2.7660, -1.4033], [2.5342, 1.9884, -3.0311], [3.0018, 3.6416, -2.6606], [2.5058, 3.2151, -0.3386], [1.2048, -0.6969, -3.5228], [-0.2224, -1.6295, -4.0198], [1.1124, -2.4310, -3.1907], [-1.1797, -3.5469, -2.9259], [-2.9912, -4.8616, -1.8412], [-3.9502, -4.0512, 0.3222], [-3.0518, -1.9537, 1.3045], [-3.6038, 1.4454, 4.5794], [-2.0518, 0.1058, 4.3805], [-1.5508, -0.5736, 5.4931], [-0.4965, -1.4627, 5.3832], [0.1337, -2.4422, 7.0859], [0.1362, -1.7044, 4.1147], [1.2185, -2.5693, 3.8720], [1.7256, -2.6790, 2.5993], [1.1619, -1.9295, 1.5685], [0.1376, -1.1187, 1.7727], [-0.3678, -1.0101, 3.0168], [-1.4801, -0.1180, 3.1152], [-1.8836, 0.4284, 2.0066], [-2.0018, -0.3978, 6.4603], [1.6532, -3.1373, 4.6883], [2.5656, -3.3282, 2.3866], [1.5656, -1.9637, 0.5648], [-2.1283, 1.1161, -0.5500], [-3.0524, 1.7607, -0.7388], [-4.1735, 2.5924, -1.0627], [-4.4961, 2.8618, -2.3936], [-5.5809, 3.6734, -2.6669], [-6.3336, 4.2017, -1.6248], [-6.0083, 3.9296, -0.3013], [-4.9230, 3.1241, -0.0099], [-3.8956, 2.4448, -3.1943], [-5.8416, 3.8963, -3.6934], [-7.1825, 4.8373, -1.8481], [-6.6000, 4.3510, 0.5012], [-4.6435, 2.9035, 1.0146]], "forces_ev_per_angstrom": [[-0.2, -0.1, 1.9], [0.0, 0.0, 0.1], [0.1, -0.1, 0.2], [0.0, 0.0, -0.2], [0.4, 0.1, -0.1], [-0.2, -0.6, -0.4], [-0.2, -0.1, 0.2], [0.2, 0.3, 0.0], [-0.1, -0.4, -0.3], [-0.1, -0.1, 0.0], [0.1, 0.0, -0.1], [0.0, -0.2, -0.2], [0.0, -0.1, -0.1], [-0.1, -0.1, 0.0], [0.0, 0.2, 0.2], [0.3, 0.3, -0.1], [-0.1, 0.0, 0.1], [0.0, 0.1, 0.0], [0.0, 0.0, -0.1], [-0.1, 0.0, -0.1], [0.0, 0.0, 0.0], [0.0, 0.2, 0.1], [0.0, 0.0, 0.0], [0.0, 0.0, 0.1], [0.0, 0.0, 0.0], [0.0, 0.0, 0.1], [0.0, 0.0, 0.0], [0.0, 0.0, 0.0], [0.1, 0.0, 0.0], [0.0, -0.1, 0.0], [0.0, 0.2, -0.6], [0.3, -0.2, 0.1], [0.0, 0.0, -0.1], [0.0, 0.0, 0.0], [0.1, 0.0, 0.4], [0.0, 0.0, 0.2], [0.1, -0.1, -0.1], [0.2, 0.0, 0.0], [-0.2, 0.1, -0.3], [-0.5, 0.3, 0.0], [0.1, -0.3, 0.6], [0.6, 0.0, -1.1], [0.0, 0.0, 0.0], [-0.1, 0.1, -0.1], [-0.1, 0.0, 0.0], [0.0, 0.0, 0.0], [-0.1, 0.0, 0.3], [-0.7, 0.8, -0.8], [0.1, -0.1, 0.3], [0.1, -0.1, -0.1], [0.0, 0.0, 0.0], [0.0, 0.0, 0.0], [0.0, 0.0, 0.1], [0.0, 0.0, 0.1], [-0.1, 0.0, 0.1], [0.0, 0.0, 0.0], [0.1, 0.0, 0.0], [0.0, 0.0, 0.0], [-0.1, 0.0, -0.1]], "lowdin_charge": [0.4669, -0.0730, -0.2090, 0.0088, -0.6990, 0.8668, 0.0455, -0.0778, -0.2348, 0.0099, -0.1881, 0.0308, 0.0007, -0.0083, -0.0616, 0.0288, 0.0843, 0.0764, 0.0787, 0.1022, 0.1229, 0.1308, 0.0736, 0.1031, 0.1075, 0.1281, 0.1314, 0.1273, 0.1301, 1.0677, -0.6199, -0.1963, -0.6309, 1.0924, -0.1828, 0.0158, 0.0067, -0.0492, 0.0211, -0.1530, -0.3813, -0.1403, 0.0923, 0.0887, 0.1290, 0.1311, 0.1558, -0.0057, -0.2041, -0.0129, -0.0439, -0.0323, -0.0435, -0.0127, 0.1261, 0.1209, 0.1227, 0.1196, 0.1159], "lumo_energy_ha": [-0.3227, -0.3099], "spin_multiplicity": 2, "energy_ev": -96650.222, "total_charge": 2, "de_lowest_kj_mol": 12.69}

6.
{"formula": "C4H5O4Pt", "method": "wB97M-V/def2-TZVPD", "elements": ["O", "C", "O", "O", "Pt", "C", "C", "O", "C", "H", "H", "H", "H", "H"], "coordinates": [[0.7776, -0.7094, 1.7525], [1.0335, -1.9798, 1.5108], [0.9030, -2.8759, 2.3530], [1.3670, -2.2044, 0.2520], [1.2270, -0.4217, 0.0250], [-2.2066, 0.7860, -1.3722], [-1.5673, 1.8871, -0.9861], [-0.2729, 1.9351, -0.5230], [0.7435, 1.3360, -1.1519], [-3.2541, 0.8747, -1.6570], [-1.7317, -0.1931, -1.4533], [-1.9947, 2.8897, -1.0300], [1.7029, 1.8342, -0.9702], [0.5393, 0.8623, -2.1193]], "forces_ev_per_angstrom": [[-1.1, 0.0, 4.8], [-1.3, -7.1, 5.6], [0.5, 2.0, -1.7], [0.6, -4.9, 0.7], [1.4, 9.8, -9.2], [0.2, 0.4, -0.1], [-0.6, -0.5, -0.5], [-0.1, 1.1, 0.1], [0.5, -1.3, -0.1], [0.4, 0.0, 0.0], [-0.1, 0.3, 0.3], [0.0, -0.4, 0.4], [-0.2, 0.1, -0.2], [0.0, 0.6, 0.0]], "lowdin_charge": [-0.1795, -0.8859, 0.0733, -0.2205, 1.3610, 0.0547, -0.1959, -0.1345, -0.2904, 0.0695, 0.0666, 0.1262, 0.0773, 0.0781], "lumo_energy_ha": [0.0073, -0.0938], "spin_multiplicity": 4, "energy_ev": -15657.958, "total_charge": 0, "de_lowest_kj_mol": 138.61}